No. 1
# C8H10O5SZn

A molecular structure, C8H10O5SZn in a non-equilibrium geometry (ωB97M-V with the def2-TZVPD basis set, the OMol25 dataset).

Geometry as ORCA input:
```
! wB97M-V def2-TZVPD RIJCOSX def2/J DEFGRID3
* xyz 2 1
Zn -0.25 1.94 0.52
C -0.04 1.95 3.08
O -0.02 1.91 4.22
C -0.06 4.08 0.44
O -0.01 5.24 0.33
C -2.22 1.37 0.85
O -3.30 1.02 1.02
C 1.63 1.10 0.62
O 2.76 0.98 0.81
C -0.12 -0.26 -3.57
H 0.81 -0.83 -3.45
H -1.04 -0.86 -3.55
C -0.11 1.04 -3.85
H -1.03 1.57 -4.10
H 0.83 1.56 -4.08
C -0.52 -2.89 0.14
S -0.01 -1.29 0.73
C 0.76 -1.74 2.29
O 1.10 -0.81 -0.25
H -1.16 -3.37 0.89
H 0.38 -3.48 -0.05
H -1.10 -2.76 -0.78
H -0.01 -2.22 2.91
H 1.58 -2.44 2.06
H 1.15 -0.83 2.76
*
```

Values from the calculation:
orbital gap: 6.2565 eV
molar mass: 283.6 g mol⁻¹
relative energy (zero: lowest compared OMol25 entry of this formula, charge and spin): 194.3 kJ/mol

No. 2
# CH5ClN3O

A molecular structure, CH5ClN3O in a non-equilibrium geometry (ωB97M-V with the def2-TZVPD basis set, the OMol25 dataset).

Geometry as ORCA input:
```
! wB97M-V def2-TZVPD RIJCOSX def2/J DEFGRID3
* xyz 1 1
C -0.38 0.08 0.23
N -1.21 1.05 0.59
N -0.36 -1.13 0.75
N 0.39 0.42 -0.84
O 1.84 -0.68 -0.97
Cl 2.27 -0.96 -2.49
H -2.09 0.90 1.15
H -1.06 1.92 0.21
H -0.88 -1.56 1.58
H 0.61 -1.44 0.60
H 0.87 1.39 -0.82
*
```

Values from the calculation:
orbital gap: 8.6038 eV
molar mass: 110.5 g mol⁻¹
relative energy (zero: lowest compared OMol25 entry of this formula, charge and spin): 112.4 kJ/mol

No. 3
# C18H10Cl2F6N4O2SbSe2Te2W

A molecular structure, C18H10Cl2F6N4O2SbSe2Te2W in a non-equilibrium geometry (ωB97M-V with the def2-TZVPD basis set, the OMol25 dataset).

Geometry as ORCA input:
```
! wB97M-V def2-TZVPD RIJCOSX def2/J DEFGRID3
* xyz 0 4
W 0.66 1.97 0.18
Cl -4.14 2.25 -3.43
C -3.30 1.08 -2.50
C -2.56 1.52 -1.39
C -1.87 0.62 -0.63
N -1.12 1.00 0.51
C -1.70 0.80 1.71
O -2.82 0.39 1.94
C -0.77 1.20 2.82
C -1.10 1.06 4.15
C -0.16 1.41 5.10
C 1.08 1.88 4.68
C 1.34 2.00 3.33
N 0.42 1.66 2.42
C -1.89 -0.77 -0.94
C -2.67 -1.19 -2.06
C -3.35 -0.28 -2.82
Cl -4.27 -0.84 -4.18
N -1.12 -1.57 -0.23
C -1.19 -2.95 -0.33
O -2.23 -3.57 -0.19
C 0.11 -3.65 -0.62
C 0.09 -5.03 -0.80
C 1.27 -5.67 -1.12
C 2.43 -4.91 -1.25
C 2.34 -3.54 -1.04
N 1.21 -2.91 -0.73
H -2.53 2.57 -1.16
H -2.08 0.69 4.39
H -0.38 1.31 6.16
H 1.84 2.16 5.39
H 2.27 2.38 2.95
H -2.72 -2.24 -2.32
H -0.84 -5.56 -0.69
H 1.30 -6.74 -1.27
H 3.38 -5.36 -1.50
H 3.23 -2.92 -1.12
Se 2.40 -0.11 0.77
Te 3.97 1.24 -0.59
Te 4.87 -0.20 -2.53
Se 3.04 3.38 -2.29
F 0.75 0.83 -1.29
Sb 1.43 5.38 -1.84
F -0.24 3.51 0.97
F 2.23 2.98 0.87
F 2.69 6.54 -2.65
F 0.54 5.17 -3.49
F 0.12 3.05 -1.36
*
```

Values from the calculation:
orbital gap (spin up / spin down): 5.0308 / 5.2170 eV
<S²>: 3.998
molar mass: 1217.9 g mol⁻¹
relative energy (zero: lowest compared OMol25 entry of this formula, charge and spin): 0.0 kJ/mol

No. 4
# C6H16O2

3 unconnected molecules or ions with the total composition C6H16O2 in a non-equilibrium geometry (ωB97M-V with the def2-TZVPD basis set, the OMol25 dataset).

Geometry as ORCA input:
```
! wB97M-V def2-TZVPD RIJCOSX def2/J DEFGRID3
* xyz 0 1
C 0.32 2.18 1.12
C -0.02 1.79 -0.29
C 0.63 0.84 -0.95
C 0.42 0.33 -2.34
C -0.16 -1.13 -2.34
C -1.46 -1.23 -1.61
H 0.96 3.07 1.07
H 0.86 1.44 1.70
H -0.60 2.42 1.67
H -0.82 2.32 -0.79
H 1.60 0.45 -0.62
H -0.30 0.94 -2.90
H 1.39 0.36 -2.83
H -0.12 -1.40 -3.40
H 0.57 -1.85 -1.95
H -1.71 -0.30 -1.08
H -1.54 -1.92 -0.78
H -2.35 -1.43 -2.21
O 4.53 1.17 1.51
H 3.62 1.21 1.86
H 5.10 1.04 2.24
O -3.38 -3.57 4.21
H -3.55 -3.59 5.13
H -3.99 -3.14 3.58
*
```

Values from the calculation:
orbital gap: 9.8953 eV
molar mass: 120.2 g mol⁻¹
relative energy (zero: lowest compared OMol25 entry of this formula, charge and spin): 130.9 kJ/mol